{
  "formula": "C21H34F9N6O10",
  "method": "the ωB97M-V functional and the def2-TZVPD basis",
  "species": ["C", "O", "C", "N", "C", "C", "F", "C", "N", "C", "C", "N", "N", "N", "N", "C", "C", "C", "C", "F", "F", "C", "F", "F", "F", "H", "H", "H", "H", "H", "H", "H", "H", "H", "H", "H", "H", "H", "H", "H", "H", "H", "H", "H", "H", "H", "H", "H", "H", "H", "C", "C", "O", "C", "O", "O", "F", "H", "H", "H", "C", "C", "O", "C", "O", "O", "F", "H", "H", "H", "C", "C", "O", "C", "O", "O", "F", "H", "H", "H"],
  "coordinates": [[-1.148956, 2.055945, -3.355490], [-0.330530, 3.149853, -3.844865], [1.011695, 3.080506, -3.373642], [1.238442, 3.655863, -2.006592], [0.152197, 4.578386, -1.567504], [0.186721, 5.935686, -2.445941], [-0.112398, 7.053182, -1.605205], [1.553411, 2.650242, -1.011850], [0.631496, 1.588970, -0.555653], [1.127896, 0.233714, -1.022283], [0.058399, -0.924438, -0.691461], [-1.288902, -0.597038, -1.276794], [0.443193, -2.219493, -1.345020], [-0.038701, -1.167621, 0.784179], [2.774691, 2.620337, -0.474356], [3.865811, 3.574760, -0.797007], [4.170886, 4.633892, 0.388016], [2.836856, 5.475825, 0.674807], [2.899161, 6.314490, 2.036759], [1.658250, 6.082740, 2.705118], [3.936001, 5.880362, 2.874450], [2.961485, 7.900151, 1.809491], [2.033747, 8.356484, 0.874821], [2.604730, 8.485965, 3.039580], [4.264841, 8.206029, 1.427444], [-1.833785, 1.728087, -4.202425], [-1.847979, 2.444329, -2.529001], [-0.568133, 1.201084, -2.893894], [1.666576, 3.690283, -4.091102], [1.396484, 2.008236, -3.411279], [-0.879468, 4.115348, -1.510898], [0.397300, 4.926014, -0.499796], [1.202082, 6.068002, -2.939176], [-0.627219, 5.813223, -3.241311], [0.755517, 1.550942, 0.473628], [2.102949, -0.080552, -0.528812], [1.300580, 0.225596, -2.151561], [-1.847497, -1.459218, -1.355375], [-1.737238, 0.051282, -0.621158], [0.073229, -2.209286, -2.309305], [1.466844, -2.259472, -1.424128], [-0.667791, -0.453137, 1.177636], [-0.507973, -2.067564, 0.970600], [3.000072, 1.879446, 0.212213], [4.837583, 2.977989, -0.920898], [3.717471, 4.148492, -1.759494], [4.422639, 4.021287, 1.308380], [5.044731, 5.293207, 0.050686], [2.657388, 6.165299, -0.207174], [2.003518, 4.709988, 0.829952], [-0.534494, -2.647369, -7.111525], [-0.664959, -3.534147, -5.913130], [-0.353165, -2.666994, -4.838379], [-0.726125, -1.423774, -5.251828], [-0.863580, -0.487879, -4.521097], [-0.929820, -1.380647, -6.595489], [0.248650, -4.531938, -5.942657], [0.493161, -2.585002, -7.479255], [-1.182295, -2.957130, -7.931893], [-1.664740, -3.952808, -5.769048], [-1.545494, -4.720081, 4.705031], [-1.905043, -3.277691, 4.853573], [-1.629956, -2.746259, 3.570106], [-1.820382, -3.777189, 2.700784], [-1.942326, -3.643135, 1.517410], [-1.862491, -4.974075, 3.340705], [-1.102657, -2.663836, 5.757312], [-0.480627, -4.908928, 4.870363], [-2.123597, -5.362184, 5.369277], [-2.953089, -3.099208, 5.108857], [-3.768648, -8.999258, 6.854931], [-4.051764, -9.322914, 5.421705], [-4.553244, -8.102272, 4.911119], [-3.964488, -7.126927, 5.652765], [-3.936049, -5.971712, 5.342701], [-3.404049, -7.625091, 6.787601], [-5.016961, -10.264998, 5.316093], [-4.648722, -9.110700, 7.493621], [-2.958234, -9.601413, 7.266444], [-3.173112, -9.628135, 4.846593]],
  "forces_ev_per_angstrom": [[-1.65, 0.06, 0.68], [1.55, -0.75, 1.03], [0.27, -0.24, -1.73], [-0.21, -1.63, 1.45], [-0.08, 1.77, 1.30], [-0.77, -1.11, -0.12], [0.50, -1.58, -1.09], [0.36, -0.71, 0.35], [1.81, 0.86, -0.03], [-0.42, -1.44, -0.68], [-1.26, -1.09, -0.19], [1.16, 0.32, 0.44], [0.36, 1.57, -0.03], [0.28, 0.75, -0.70], [-1.17, 1.03, -1.20], [2.26, 1.09, 0.24], [-1.02, -0.50, -0.24], [1.09, -0.41, 0.46], [-1.29, -0.67, -0.33], [2.26, 0.35, -0.90], [-1.83, 1.02, -1.35], [-0.36, 0.26, 1.36], [2.25, -1.08, 1.66], [1.32, -0.78, -2.78], [-2.70, -0.05, 0.65], [1.24, 0.26, 1.11], [1.02, -0.42, -1.01], [-0.71, 1.05, -0.97], [-1.15, -0.74, 0.95], [-0.44, 1.26, 0.16], [1.27, 0.45, -0.41], [-0.31, -0.55, -1.52], [-1.23, 0.02, 0.80], [1.19, 0.62, 1.09], [-0.35, 0.10, -0.58], [-1.03, 0.47, -0.41], [-0.44, 0.17, 1.53], [0.41, 0.57, 0.36], [-0.12, -0.44, -0.50], [0.31, 0.08, 0.62], [-0.51, -0.26, 0.11], [0.41, -0.43, -0.11], [0.30, 0.45, -0.46], [-0.33, 0.57, -0.60], [-1.55, 0.58, 0.12], [-0.42, -1.03, 1.14], [0.00, 0.98, -1.01], [-1.25, -1.05, 0.63], [-0.17, -0.83, 1.16], [0.96, 1.38, -0.27], [-0.11, 0.00, -0.97], [0.47, -0.70, 0.08], [-0.47, 0.39, -0.28], [-0.12, 1.06, 0.31], [0.33, -0.85, -0.59], [0.06, -0.12, 0.78], [-0.09, -0.07, 0.10], [-0.01, -0.16, 0.19], [-0.05, 0.22, 0.11], [0.13, -0.10, 0.06], [0.34, -0.89, 0.69], [0.33, 0.33, 0.50], [-0.42, -0.44, -0.26], [-0.06, -0.41, -0.92], [0.22, 0.06, 0.63], [-0.02, 0.81, -0.39], [-0.07, 0.16, 0.04], [0.01, 0.34, -0.05], [0.21, 0.27, -0.38], [0.12, 0.08, 0.07], [0.35, -0.44, 0.84], [-0.59, -0.53, -0.22], [0.68, 0.29, 0.34], [-0.26, 0.92, -0.10], [-0.51, -0.88, 0.34], [-0.19, 0.27, -0.66], [0.07, -0.04, -0.14], [-0.06, -0.06, -0.24], [0.04, 0.25, -0.02], [-0.15, -0.08, -0.06]],
  "lumo_energy_ha": -0.1467,
  "gap_ev": 7.28,
  "total_energy_ha": -2800.032372,
  "charge": 1
}

***

{
  "formula": "C21H34FMnNOP2",
  "method": "the ωB97M-V functional and the def2-TZVPD basis",
  "species": ["Mn", "P", "P", "N", "H", "C", "H", "H", "H", "C", "H", "H", "H", "C", "H", "H", "H", "C", "H", "H", "H", "C", "H", "H", "H", "C", "H", "H", "H", "C", "C", "C", "C", "C", "C", "H", "H", "H", "H", "H", "C", "O", "C", "H", "H", "H", "C", "H", "H", "H", "F", "C", "C", "C", "C", "C", "C", "H", "H", "H", "H"],
  "coordinates": [[0.138979, 0.084760, 0.355631], [2.495737, -0.220288, 0.009719], [-2.418414, 0.193106, 0.286261], [-0.024517, 0.620420, -1.290746], [1.341245, -0.496549, 1.069105], [3.126800, -1.637308, -0.922371], [4.228815, -1.622009, -0.930405], [2.766815, -1.575808, -1.961781], [2.787464, -2.577459, -0.476922], [3.499714, -0.109442, 1.530794], [4.564189, -0.223239, 1.294344], [3.166986, -0.914224, 2.199380], [3.319596, 0.863104, 2.012528], [3.175285, 1.168209, -0.990168], [4.265938, 1.035196, -1.116768], [3.002870, 2.136745, -0.501568], [2.709459, 1.184277, -1.986623], [-3.528325, -1.021806, -0.643121], [-4.601861, -0.730772, -0.721451], [-3.443134, -2.009631, -0.140841], [-3.105381, -1.107335, -1.654381], [-3.302702, 0.200065, 1.953345], [-4.405185, 0.265840, 1.879534], [-2.919634, 1.064568, 2.526419], [-3.021453, -0.727894, 2.491821], [-3.125089, 1.776639, -0.440978], [-4.208453, 1.919931, -0.252956], [-2.933070, 1.763273, -1.527582], [-2.552779, 2.599884, 0.005953], [-0.071757, 1.452748, -2.331608], [0.133447, 1.887444, -4.786808], [0.057228, 1.004100, -3.699055], [-0.232256, 2.886874, -2.197916], [-0.131116, 3.757338, -3.278442], [0.059305, 3.298689, -4.590542], [0.261172, 1.545899, -5.802537], [0.120424, -0.054884, -3.908374], [-0.416423, 3.279769, -1.203102], [-0.196820, 4.839981, -3.095557], [0.136503, 3.988320, -5.415415], [-0.544089, -2.741510, 1.491725], [-1.174835, -2.098943, 0.534843], [0.520553, -3.700949, 1.067363], [0.950772, -4.241157, 1.942823], [1.392012, -3.321391, 0.438012], [-0.078064, -4.394223, 0.401720], [-0.617558, -2.405678, 2.919199], [-1.653302, -2.677980, 3.184852], [-0.438107, -1.381923, 3.295660], [0.092954, -3.019746, 3.498726], [0.819744, 4.664412, 4.298647], [0.642128, 3.616382, 3.403378], [1.039271, 3.785997, 2.096754], [0.856849, 2.710943, 1.189323], [0.300311, 1.458453, 1.577283], [-0.131780, 1.385003, 2.927777], [0.055767, 2.444565, 3.867085], [1.502078, 4.749430, 1.742287], [1.172624, 2.834691, 0.160565], [-0.603770, 0.484311, 3.302633], [-0.267361, 2.339883, 4.925827]],
  "forces_ev_per_angstrom": [[-0.39, -1.87, -1.65], [-0.77, 2.46, -0.58], [-1.99, 0.81, 0.27], [0.21, 0.60, -2.45], [-0.40, -1.62, 1.71], [-0.03, -0.42, -0.11], [-0.37, 0.05, 0.08], [0.01, -0.01, 0.44], [0.21, 0.16, -0.23], [0.28, -0.24, -0.20], [-0.14, 0.07, 0.17], [0.22, 0.24, -0.03], [-0.05, -0.31, -0.17], [0.57, -0.02, -0.23], [-0.33, 0.06, 0.04], [-0.02, -0.41, -0.08], [0.01, -0.04, 0.37], [0.55, -0.23, 0.29], [0.87, 0.10, 0.25], [-0.13, 0.64, -0.44], [-0.19, -0.10, 0.22], [0.47, -0.06, -0.15], [0.57, -0.05, -0.12], [-0.21, -0.40, -0.20], [-0.22, 0.49, -0.23], [0.39, -0.35, 0.18], [0.61, -0.23, -0.03], [-0.06, 0.09, 0.42], [-0.23, -0.02, -0.18], [-0.24, 0.66, -0.90], [-0.08, 1.13, 1.06], [0.03, 0.58, -0.47], [0.32, -0.43, -0.10], [-0.09, 0.15, -0.01], [-0.02, -1.41, 0.80], [0.00, -0.37, -0.02], [0.02, -0.14, 0.20], [0.06, -0.01, -0.10], [-0.06, -0.53, -0.05], [0.01, 0.02, -0.10], [0.29, 4.27, -4.85], [2.13, -3.33, 4.45], [0.02, -1.70, -0.75], [-0.37, 0.20, -0.80], [-1.64, -0.01, 0.93], [1.08, 0.25, 0.60], [-0.76, -0.53, 1.62], [0.26, 0.12, 0.47], [-0.24, -0.28, -1.07], [-0.53, 0.03, -0.26], [-0.09, -0.77, -0.66], [-0.15, 0.36, 1.00], [0.33, 0.12, -1.34], [-0.04, 0.13, 1.12], [0.29, 2.26, 2.17], [0.63, 1.25, 0.53], [-0.26, -0.68, -0.53], [-0.60, -1.11, 0.57], [-0.01, 0.13, 0.10], [-0.02, 0.07, -0.02], [0.31, 0.19, -0.93]],
  "s2": 3.8359,
  "lumo_energy_ha": [-0.0003, -0.0149],
  "gap_ev": [6.37, 6.16],
  "total_energy_ha": -2883.926046,
  "charge": 0,
  "multiplicity": 4
}

***

no.,strongest force on any atom (Eh/bohr)
1,0.062
2,0.126